Formula: C34H100N24O18
Source: OMol25
Level of theory: ωB97M-V/def2-TZVPD

```
176
Properties=species:S:1:pos:R:3:forces:R:3
C -3.673316 0.848700 -0.990023 0.6550 -0.2041 0.7126
O -2.309176 1.165385 -0.743883 0.4870 -0.4747 -0.4581
C -1.531578 0.075691 -0.284741 1.2975 -1.3455 1.5643
C -0.030931 0.254297 -0.597447 -0.2269 0.6403 -0.9934
N 0.875694 -0.838755 -0.332735 -0.2948 -0.9899 0.8211
C 1.988976 -0.589852 0.596298 -1.0724 0.1256 -0.0970
C 2.583527 -1.899943 1.101879 2.2339 0.1850 -2.6954
O 3.461400 -1.774379 2.183534 -1.8111 -0.0442 1.8122
C 2.743499 -1.820409 3.415579 0.7634 -0.7380 0.8910
H -4.140624 0.710120 -0.009307 -0.5420 0.1544 -0.1733
H -3.792897 -0.096494 -1.528656 0.0066 0.1311 -0.2073
H -4.069708 1.688638 -1.558042 -0.3360 -0.1106 0.0625
H -1.797985 -0.917254 -0.649360 -0.4925 0.2790 -0.5500
H -1.572487 -0.099992 0.800761 -0.5850 0.5407 0.2164
H 0.316489 1.142959 -0.058037 -0.0235 0.3243 -0.3888
H -0.028013 0.378457 -1.683328 0.2808 0.7301 0.0396
H 1.249395 -1.194219 -1.216640 -0.3196 0.0224 0.4450
H 1.612066 -0.046177 1.468209 -0.0090 0.1956 -0.0947
H 2.714047 0.035311 0.067033 0.4549 0.0339 0.4930
H 3.388793 -2.205585 0.414762 -0.9759 -0.2256 -1.0086
H 1.833190 -2.695422 1.088886 0.0070 -0.0057 0.7923
H 2.335710 -0.855717 3.721567 0.0679 0.0761 -0.0142
H 3.435984 -2.238258 4.149892 0.3083 0.6365 0.0816
H 1.964076 -2.584402 3.473554 -0.2586 0.1926 -0.7951
C 2.344654 5.533454 0.933741 1.1277 -1.1024 0.3411
O 1.817255 4.320632 1.459550 -0.2661 -0.0164 -0.3935
C 2.287286 3.978028 2.735164 -1.0651 0.3556 1.7582
C 1.618498 2.657923 3.200088 -0.1746 0.0137 -1.8235
N 0.515868 2.852498 4.105553 -0.3173 0.4923 1.4389
C 0.027485 1.644864 4.768195 0.7556 0.2634 -0.9583
C -0.609236 0.578799 3.878854 -0.5042 -1.1245 1.2880
O -2.007719 0.683679 3.583813 1.3008 0.7219 -0.4195
C -2.225005 1.785571 2.716586 -1.3026 -0.6620 -0.0618
H 3.426353 5.358002 0.928822 0.1118 0.6443 -0.1594
H 2.105016 6.420162 1.521778 -0.2826 -0.0318 0.0189
H 2.046961 5.609173 -0.108558 -0.2711 0.1607 0.1146
H 1.959597 4.723451 3.475490 -0.3535 0.1789 -0.1270
H 3.364822 4.028922 2.933908 0.3024 -0.5333 -1.0416
H 2.381531 1.957501 3.542986 -0.2284 0.0182 0.5607
H 1.158725 2.195213 2.311116 0.7774 -0.0204 -0.4341
H -0.249544 3.317998 3.636803 0.2107 0.1996 -0.1169
H -0.618708 1.879445 5.614820 -0.1163 0.1051 -0.1036
H 0.934521 1.183864 5.171416 -0.1432 -0.1690 0.2242
H -0.550940 -0.307887 4.515047 0.0245 -0.3477 -0.3548
H -0.054266 0.383792 2.957089 0.1135 0.1666 -0.0635
H -2.248743 2.718453 3.282758 -0.0628 0.1645 -0.2162
H -3.204384 1.547308 2.288140 -0.1774 0.5807 0.0489
H -1.573483 1.855783 1.839314 0.4906 -0.0532 0.3573
C 4.781637 -5.025277 1.241469 0.3127 0.3568 0.5106
O 6.204754 -5.088451 1.146782 -0.1495 -0.4805 0.3169
C 6.827993 -5.146216 -0.108270 -0.0210 -0.0273 -0.3319
C 6.629237 -6.471075 -0.858074 -0.6027 0.2322 -0.2315
N 5.362489 -6.705698 -1.571306 -0.5219 1.2492 0.5591
C 5.050186 -5.657645 -2.568054 -0.0216 -0.6092 0.0584
C 3.542884 -5.456924 -2.758344 0.9213 0.3486 -1.7499
O 2.965546 -4.793919 -1.665735 -0.1404 -1.0097 0.3055
C 1.573531 -5.025972 -1.661553 -1.1674 0.0879 0.7524
H 4.189170 -5.857246 0.855421 0.4450 -0.2032 -0.4259
H 4.410856 -4.095342 0.808814 -0.0742 -0.0032 -0.0977
H 4.587211 -5.033582 2.313166 0.0398 0.3178 0.0280
H 7.906536 -5.054244 0.051381 -0.0448 -0.0956 0.4178
H 6.595963 -4.249802 -0.698875 -0.3736 -0.1387 -0.1846
H 6.689223 -7.269397 -0.117362 0.4212 -0.0504 -0.0641
H 7.423977 -6.556273 -1.604689 0.1490 -0.1842 0.1354
H 4.609539 -6.702399 -0.892773 0.0664 -0.0687 0.0762
H 5.601620 -6.061317 -3.421069 -0.6372 0.5768 -0.7424
H 5.432378 -4.644227 -2.398241 0.3570 -0.1259 0.5412
H 3.071464 -6.389089 -3.085391 -0.2627 -0.1688 0.7242
H 3.360609 -4.779411 -3.608006 0.3667 -0.2180 -0.3713
H 0.987053 -4.484084 -2.408347 0.4187 0.2576 -0.1818
H 1.187885 -4.739757 -0.681761 0.1089 0.2271 -0.0075
H 1.283487 -6.074762 -1.780268 0.4752 -0.1627 -0.0710
C -5.550512 6.515466 -2.025584 0.9165 0.0070 1.0670
O -5.020847 5.955822 -3.216696 -1.2168 0.0384 0.4099
C -6.034941 5.243552 -3.883407 -0.9003 -1.1253 -0.8660
C -6.230008 3.759386 -3.518457 0.9680 -1.4107 0.0405
N -5.598101 2.792970 -4.468329 -0.3561 1.6182 -0.2813
C -4.168651 3.086517 -4.532895 -0.4853 -1.8270 1.2176
C -3.301676 1.946325 -5.004006 1.1834 0.3597 -1.8592
O -2.044126 2.544841 -5.428923 -1.4004 0.3899 0.0362
C -1.992370 2.846434 -6.815300 1.1921 -2.2977 -0.5032
H -5.808214 5.779114 -1.255216 0.0594 -0.4836 -0.2481
H -6.449035 7.130956 -2.110656 0.0955 0.1575 -0.7189
H -4.744377 7.092150 -1.573288 -0.0756 0.2187 -0.1208
H -5.863668 5.290622 -4.960998 0.1429 0.1355 0.0285
H -7.043149 5.634140 -3.715198 0.2547 0.7918 0.0841
H -7.281338 3.492568 -3.425787 -0.0918 0.1757 -0.1617
H -5.776410 3.562187 -2.537192 -0.0864 0.3513 0.3140
H -5.868265 1.840180 -4.274057 0.3022 -0.0354 0.2147
H -3.799770 3.157731 -3.498923 0.1028 1.2929 -0.0053
H -4.005074 3.953227 -5.166859 0.2130 0.1517 0.3034
H -3.712791 1.434484 -5.880576 -0.1996 -0.2575 0.2199
H -2.965551 1.225581 -4.259861 -0.6283 -0.0515 0.2497
H -2.890557 3.029033 -7.410112 -0.4170 0.8398 0.8917
H -1.693847 1.868697 -7.228396 0.3250 0.2883 -0.5384
H -1.169971 3.533807 -6.995008 -0.3088 0.2951 0.0214
C -7.225749 2.382333 1.089287 -1.6211 -1.0563 -2.0133
O -7.836845 1.721787 0.230195 0.7256 0.3096 0.7151
N -6.316675 1.818191 1.914442 0.0324 0.6469 0.2162
N -7.497661 3.702980 1.216628 0.8199 0.4160 0.9444
H -6.177687 0.827783 1.828409 0.2109 0.0212 0.0499
H -5.794540 2.405064 2.539090 0.2233 -0.4196 0.2013
H -8.024120 4.172906 0.506766 -0.1016 -0.1388 -0.0731
H -7.007315 4.241038 1.910684 -0.1690 0.2369 -0.1407
C 0.700423 2.967502 -3.002810 0.0634 -0.9596 2.1054
O 1.079269 1.803773 -3.191458 -0.0421 0.5740 -0.0969
N 1.335920 3.799064 -2.098940 -1.1116 0.3143 -1.3777
N -0.484798 3.422814 -3.451778 1.2541 -0.7251 -0.1280
H 1.232569 4.754564 -2.396184 0.6056 0.3265 0.8107
H 2.038051 3.497749 -1.447303 0.5130 0.2541 -0.3357
H -0.751867 4.338243 -3.145324 -0.8140 -0.1285 -0.2020
H -1.017325 2.714832 -3.963358 -0.0513 1.2444 -0.1932
C 4.861497 3.011026 -1.398834 -1.0057 1.0861 -1.5566
O 4.238847 4.060316 -1.206450 0.3700 -0.9366 0.5652
N 4.249612 1.826345 -1.700545 0.9862 0.3446 0.6151
N 6.214281 3.010714 -1.558982 1.2888 0.1527 0.4169
H 3.259050 1.792598 -1.862432 -0.0226 -0.2411 -0.1366
H 4.876204 1.061128 -1.866994 -0.6122 -0.4654 -0.1402
H 6.756428 3.824389 -1.330249 -0.5348 0.3100 0.1432
H 6.806673 2.282010 -1.913077 -0.5755 -0.4725 0.0113
C 2.550686 -1.267567 -3.569040 -0.7500 0.4111 2.2456
O 1.552123 -1.651814 -2.928235 1.0771 0.1231 -1.2727
N 2.585559 -0.102218 -4.282903 -0.1269 -0.2204 -0.5013
N 3.805535 -1.796867 -3.375201 -0.8435 0.2820 -0.6775
H 2.141131 0.741315 -3.906380 -0.4231 -0.4502 -0.4065
H 3.210468 -0.033725 -5.064315 0.1702 0.2058 0.1087
H 3.920126 -2.743456 -3.054030 0.0910 -0.0842 -0.1260
H 4.437386 -1.300435 -3.975351 0.8893 -0.7345 0.2042
C 1.569007 -2.477663 7.639866 -0.2405 -0.1003 -0.0769
O 2.281681 -2.222082 8.592086 0.0742 0.1619 -0.0242
N 1.939841 -2.414650 6.335233 -0.3448 0.0034 0.3643
N 0.266593 -2.919252 7.809485 -0.7896 -0.1015 0.5016
H 2.875552 -2.112276 6.144763 -0.0022 -0.0618 -0.1455
H 1.212670 -2.570765 5.640699 0.7993 0.1101 -0.0101
H -0.190783 -2.630117 8.657373 0.3713 -0.0720 0.2092
H -0.389758 -3.022105 7.054154 0.4389 0.1497 -0.4301
C -0.905705 -3.520295 3.791211 -1.5722 2.7751 -0.9503
O -0.114909 -2.987782 4.574281 -0.7395 -1.3187 -0.5816
N -2.024727 -4.222925 4.165518 0.2370 -0.7672 1.5871
N -1.026650 -3.113571 2.468873 0.8650 -0.8847 1.2541
H -2.213910 -4.378476 5.143782 0.5540 0.0337 -0.0468
H -2.686779 -4.699586 3.589515 0.2395 0.1210 -0.7019
H -0.441430 -2.387261 2.092001 0.0758 -0.2208 -0.1642
H -1.735184 -3.572722 1.941614 -0.0640 0.2305 -0.6963
C -6.241221 -2.223149 -0.072702 1.7633 1.0662 0.5027
O -5.791379 -2.363038 -1.208809 -0.8810 -0.1977 0.7277
N -6.923557 -1.092903 0.319083 0.3561 -0.8814 -0.6255
N -5.844998 -2.973239 1.021947 -0.5663 0.3577 -1.7125
H -7.457906 -1.179122 1.163626 -0.5281 0.5616 -0.2266
H -7.176561 -0.484688 -0.444499 -0.5620 0.2617 0.4711
H -5.283760 -3.777665 0.810409 -0.1477 -0.2047 0.5260
H -6.270365 -2.712152 1.886384 0.3527 -0.6904 0.5110
C -2.191167 -3.566559 -2.525886 -0.8196 -1.5127 -0.9822
O -1.704753 -4.652248 -2.884017 0.6710 1.5769 0.3825
N -1.660606 -2.315529 -2.622799 0.8288 -1.0575 -0.2754
N -3.478629 -3.578206 -2.080144 0.2334 0.4474 0.5046
H -0.697250 -2.223289 -2.916115 -0.0387 0.3017 0.1394
H -2.217673 -1.537203 -2.346245 0.1607 0.2675 -0.1327
H -3.968805 -4.430743 -2.277696 -0.2462 0.1431 0.1252
H -3.974090 -2.726325 -1.861798 -0.3335 -0.4983 -0.1089
C -2.203455 4.612092 0.623848 2.6924 1.6295 -1.6604
O -1.954227 5.712946 1.117434 -0.8879 -0.7873 0.5447
N -1.251522 3.977453 -0.134010 -0.8195 -0.5269 0.3469
N -3.405158 4.023430 0.556775 -1.7927 -0.0949 0.8109
H -1.544677 3.143114 -0.617214 0.5626 -0.1215 -0.1506
H -0.343467 4.381166 -0.260882 0.0819 -0.0767 0.1661
H -3.577134 3.100194 0.200187 0.2570 0.0198 0.0526
H -4.130358 4.477256 1.083980 -0.0503 -0.1059 -0.0535
C 6.622552 -2.627574 3.724776 -0.9587 -1.1824 -1.4208
O 5.921005 -3.508645 4.219923 0.8146 0.9785 -0.1425
N 7.982414 -2.702643 3.552591 0.2159 -0.6358 1.0073
N 6.148499 -1.539314 3.044536 0.5207 0.4097 0.9921
H 8.488929 -1.918652 3.199570 0.2848 -0.1546 -0.1397
H 8.426157 -3.592246 3.685294 0.1198 0.1347 0.2310
H 5.222707 -1.493147 2.672165 -0.4686 0.0069 -0.0437
H 6.882983 -0.945264 2.719001 -0.4518 0.4162 -0.5255
```
Positions in Å, forces in eV/Å.

Properties
ΔE to the lowest compared entry with this formula, charge and spin (kcal per mole): 0.0
Max |F| (Eh/bohr): 0.0692
Total charge: 0
HOMO-LUMO gap (Eh): 0.2982

Löwdin atomic charge list, values in e, 99 entries: atom 1 (C): -0.072, atom 2 (O): -0.216, atom 3 (C): -0.223, atom 4 (C): -0.195, atom 5 (N): -0.037, atom 6 (C): -0.171, atom 7 (C): -0.227, atom 8 (O): -0.216, atom 9 (C): -0.089, atom 10 (H): 0.081, atom 11 (H): 0.078, atom 12 (H): 0.079, atom 13 (H): 0.090, atom 14 (H): 0.105, atom 15 (H): 0.113, atom 16 (H): 0.100, atom 17 (H): 0.056, atom 18 (H): 0.091, atom 19 (H): 0.110, atom 20 (H): 0.116, atom 21 (H): 0.118, atom 22 (H): 0.085, atom 23 (H): 0.071, atom 24 (H): 0.073, atom 25 (C): -0.098, atom 26 (O): -0.211, atom 27 (C): -0.220, atom 28 (C): -0.197, atom 29 (N): -0.069, atom 30 (C): -0.185, atom 31 (C): -0.216, atom 32 (O): -0.177, atom 33 (C): -0.128, atom 34 (H): 0.077, atom 35 (H): 0.092, atom 36 (H): 0.065, atom 37 (H): 0.118, atom 38 (H): 0.120, atom 39 (H): 0.118, atom 40 (H): 0.094, atom 41 (H): 0.094, atom 42 (H): 0.124, atom 43 (H): 0.114, atom 44 (H): 0.110, atom 45 (H): 0.096, atom 46 (H): 0.092, atom 47 (H): 0.069, atom 48 (H): 0.071, atom 49 (C): -0.075, atom 50 (O): -0.181, atom 51 (C): -0.233, atom 52 (C): -0.191, atom 53 (N): -0.057, atom 54 (C): -0.200, atom 55 (C): -0.250, atom 56 (O): -0.195, atom 57 (C): -0.107, atom 58 (H): 0.075, atom 59 (H): 0.070, atom 60 (H): 0.087, atom 61 (H): 0.117, atom 62 (H): 0.107, atom 63 (H): 0.122, atom 64 (H): 0.112, atom 65 (H): 0.075, atom 66 (H): 0.119, atom 67 (H): 0.094, atom 68 (H): 0.126, atom 69 (H): 0.114, atom 70 (H): 0.072, atom 71 (H): 0.084, atom 72 (H): 0.092, atom 73 (C): -0.116, atom 74 (O): -0.162, atom 75 (C): -0.237, atom 76 (C): -0.188, atom 77 (N): -0.062, atom 78 (C): -0.216, atom 79 (C): -0.172, atom 80 (O): -0.273, atom 81 (C): -0.094, atom 82 (H): 0.069, atom 83 (H): 0.087, atom 84 (H): 0.092, atom 85 (H): 0.124, atom 86 (H): 0.112, atom 87 (H): 0.113, atom 88 (H): 0.100, atom 89 (H): 0.103, atom 90 (H): 0.110, atom 91 (H): 0.126, atom 92 (H): 0.123, atom 93 (H): 0.121, atom 94 (H): 0.093, atom 95 (H): 0.092, atom 96 (H): 0.091, atom 97 (C): -0.677, atom 98 (O): -0.018, atom 99 (N): 0.171